13
Properties=species:S:1:pos:R:3 method="wB97M-V/def2-TZVPD" relative_energy_kcal_mol=36.70 gap_ev=10.0 largest_force_ha_per_bohr=0.0931 e_tot_ev=-11586.830 homo_ha=-0.3248 multiplicity=1 e_lumo_ev=1.18 total_charge=0
C 1.5690 -1.2664 0.9268
N 0.1502 -0.7629 0.3119
Si -0.1323 0.9185 -0.0072
C -1.6621 0.8133 -1.0575
H 1.5133 -1.5937 1.9385
H 1.9924 -1.9260 0.2134
H 2.0385 -0.3888 1.1533
H -0.2984 -1.5421 -0.1327
H 1.2023 1.2397 -0.5759
H -0.4793 1.9719 1.0307
H -2.5638 0.9522 -0.5016
H -1.6398 1.6526 -1.6455
H -1.6900 -0.0682 -1.6543

***

11
Properties=species:S:1:pos:R:3 method="wB97M-V/def2-TZVPD" relative_energy_kcal_mol=67.97 gap_ev=7.7 largest_force_ha_per_bohr=0.1086 e_tot_ev=-6735.029 homo_ha=-0.5289 multiplicity=1 e_lumo_ev=-6.67 total_charge=+1
C -1.5903 -1.4518 0.7088
C -1.3259 -0.3451 0.3056
C -0.9208 0.9392 0.1022
N 1.7776 -0.0661 -0.1672
O -0.8375 1.5172 -1.0136
H -1.6459 -2.5397 0.9369
H -0.7103 1.5591 0.9904
H 1.8671 0.4522 0.7634
H 2.4782 0.1841 -0.7413
H 1.6458 -1.0796 -0.0750
H -0.7380 0.8306 -1.8101

***

50
Properties=species:S:1:pos:R:3 method="wB97M-V/def2-TZVPD" gap_ev=7.9 largest_force_ha_per_bohr=0.0318 e_tot_ev=-36015.982 homo_ha=-0.1836 multiplicity=1 e_lumo_ev=2.88 total_charge=-1
C 3.2574 1.3141 3.3582
O 3.4390 0.5601 2.1848
C 2.3763 -0.3599 1.9549
C 1.0200 0.2981 1.6624
C 0.0870 -0.5777 0.8038
C -0.6202 0.1242 -0.4050
C -0.2510 -0.5453 -1.7520
C 0.9736 0.0757 -2.3664
O 0.9926 0.5780 -3.4840
N 2.1774 -0.0120 -1.5777
C 2.9394 1.2370 -1.6658
C 2.9703 -1.1523 -2.0174
O -0.2768 1.4890 -0.4996
Al -1.6489 2.3471 -1.3831
O -2.7053 0.8553 -1.2898
C -2.1830 0.1083 -0.2282
C -2.4976 0.7573 1.1593
C -3.9222 1.2240 1.4413
F -4.4628 2.1144 0.5151
C -2.8554 -1.2852 -0.1635
O -2.7679 -2.1117 -1.3131
C -2.0492 -3.3105 -1.1889
H 2.4388 2.0366 3.2586
H 3.0575 0.6580 4.2178
H 4.1851 1.8647 3.5478
H 2.3000 -1.0094 2.8428
H 2.6892 -0.9743 1.1047
H 1.1811 1.2622 1.1728
H 0.5285 0.4631 2.6317
H 0.6234 -1.4776 0.4715
H -0.6994 -0.9450 1.4743
H -1.0544 -0.4177 -2.4793
H -0.0768 -1.6135 -1.6102
H 2.2380 2.0722 -1.7491
H 3.5302 1.3603 -0.7548
H 3.6060 1.2579 -2.5423
H 3.3245 -1.0321 -3.0532
H 2.3823 -2.0745 -1.9358
H 3.8492 -1.2541 -1.3669
H -2.1333 3.6069 -0.5131
H -1.2720 2.7009 -2.8992
H -2.3415 -0.0130 1.9323
H -1.7879 1.5602 1.3723
H -3.9303 1.7372 2.4142
H -4.6143 0.3738 1.5141
H -3.9256 -1.0710 -0.0249
H -2.5209 -1.8505 0.7157
H -1.1333 -3.2908 -1.7920
H -2.6679 -4.1445 -1.5474
H -1.7691 -3.5142 -0.1476

***

45
Properties=species:S:1:pos:R:3 method="wB97M-V/def2-TZVPD" relative_energy_kcal_mol=0.00 gap_ev=7.7 largest_force_ha_per_bohr=0.0079 e_tot_ev=-41974.004 homo_ha=-0.5392 multiplicity=1 e_lumo_ev=-6.95 total_charge=+2
Pt 0.8395 0.2662 0.2013
N 4.9431 -0.5676 -0.7040
C 3.7064 -0.4299 -0.2411
S 2.6926 0.7623 -1.0747
N 3.3358 -1.1698 0.7799
N 2.0613 -0.9490 1.1732
C 1.5668 -1.5579 2.1884
C 0.1754 -1.2644 2.5397
C -0.4548 -1.8215 3.6349
C -1.7804 -1.4903 3.8864
C -2.4359 -0.6250 3.0268
C -1.7450 -0.1023 1.9457
N -0.4686 -0.4018 1.7156
H 5.2900 -0.0010 -1.4590
H 5.5860 -1.1743 -0.2181
H 2.1752 -2.2673 2.7356
H 0.0858 -2.5020 4.2782
H -2.2933 -1.9103 4.7410
H -3.4694 -0.3514 3.1826
H -2.2257 0.5632 1.2414
C -1.2292 -3.2069 -1.9033
C -0.6248 -1.8414 -1.8219
O 0.0881 -1.5447 -0.8422
N -0.8751 -0.9769 -2.8049
C -0.1898 0.3011 -2.9316
C -0.7940 1.4136 -2.1073
C -1.6675 2.2994 -2.7157
C -2.2512 3.3261 -1.9940
C -1.9412 3.4435 -0.6501
C -1.0585 2.5422 -0.0964
N -0.4854 1.5448 -0.7957
H -0.4433 -3.9401 -1.7298
H -1.7049 -3.4037 -2.8610
H -1.9649 -3.3157 -1.1061
H -1.4782 -1.2775 -3.5540
H -0.2360 0.5891 -3.9791
H 0.8602 0.1578 -2.6882
H -1.8813 2.1790 -3.7689
H -2.9299 4.0196 -2.4718
H -2.3631 4.2235 -0.0329
H -0.7854 2.6195 0.9444
C 1.5074 1.7708 1.4233
H 0.7889 1.8740 2.2346
H 1.5936 2.6899 0.8512
H 2.4809 1.5070 1.8278